99
Properties=species:S:1:pos:R:3:forces:R:3:lowdin_charge:R:1 method="wB97M-V/def2-TZVPD" e_homo_ha="-0.1138 / -0.1662" e_lumo_ev="2.3 / 1.3" charge=-1 multiplicity=4
Co -0.15854 -0.07230 0.81589 0.248 0.334 0.402 0.37
C -3.14597 2.13683 2.56701 0.160 -0.180 0.048 -0.04
C -1.97686 1.24233 2.30403 0.012 0.568 -0.270 -0.34
N -1.06203 1.51717 1.39072 -0.245 0.594 0.495 -0.04
N -1.16452 2.62904 0.71904 -0.661 0.296 -0.231 0.07
C -0.05362 3.18620 0.17157 0.063 -0.336 0.557 -0.47
O 1.06712 3.16094 0.67263 0.053 0.004 -0.230 0.04
C -0.32094 3.95529 -1.08556 0.076 0.069 -0.171 -0.14
C 0.77659 4.34624 -1.84644 -0.027 -0.052 0.094 -0.03
C 0.59745 4.97873 -3.06631 -0.023 -0.002 0.005 -0.09
C -0.68698 5.23890 -3.52400 -0.003 0.040 -0.038 -0.11
C -1.78543 4.86269 -2.76136 -0.040 0.027 -0.037 -0.10
C -1.60721 4.21883 -1.54681 0.083 -0.029 -0.017 -0.03
C -1.77165 -0.00235 2.97348 0.319 -0.380 0.131 -0.24
C -2.55266 -0.47021 4.04003 -0.061 0.159 -0.130 -0.02
C -2.20876 -1.64282 4.67320 0.179 -0.082 -0.113 -0.08
C -1.07892 -2.33748 4.24368 -0.164 0.013 0.164 -0.07
C -0.37035 -1.83605 3.17188 0.224 -0.058 -0.176 -0.11
N -0.70333 -0.72034 2.52691 -0.659 -0.114 0.876 0.03
H -3.22940 2.82649 1.72995 -0.062 0.020 0.037 0.06
H -3.03876 2.71525 3.48890 0.007 0.029 0.002 0.08
H -4.05445 1.53384 2.63846 -0.050 0.037 0.003 0.06
H 1.76000 4.11681 -1.45671 0.029 0.017 -0.050 0.11
H 1.45595 5.25496 -3.66619 0.003 0.017 0.010 0.10
H -0.83295 5.73388 -4.47697 -0.006 -0.016 -0.005 0.09
H -2.78672 5.05768 -3.12685 0.000 0.021 0.016 0.09
H -2.45123 3.90170 -0.95072 -0.005 -0.038 -0.015 0.10
H -3.42415 0.09475 4.34016 0.028 0.022 0.043 0.10
H -2.80301 -2.01245 5.49946 -0.021 -0.022 -0.012 0.10
H -0.76797 -3.26214 4.70814 0.030 0.024 0.022 0.10
H 0.50979 -2.34624 2.80220 -0.086 -0.033 -0.097 0.10
C 11.84314 2.71655 -3.80861 0.050 0.070 -0.059 -0.11
O 11.51401 1.55788 -3.08336 -0.021 -0.016 0.040 -0.10
C 10.18204 1.29581 -2.89095 -0.047 -0.071 0.024 -0.29
C 9.89687 0.17355 -2.10637 0.094 -0.006 -0.009 -0.03
C 8.59927 -0.19422 -1.85482 -0.067 0.072 -0.046 -0.03
C 7.52047 0.55711 -2.37565 0.331 0.639 -0.070 -0.31
C 7.82821 1.68644 -3.16249 -0.246 -0.175 0.060 -0.02
C 9.13954 2.04494 -3.42269 0.165 0.106 -0.035 -0.04
N 6.26838 0.14127 -2.08472 -0.156 -1.045 0.333 0.03
N 5.24460 0.69464 -2.66984 -0.228 0.320 -0.452 0.05
C 4.01975 0.76339 -2.16726 0.403 0.262 0.117 -0.23
C 2.93979 0.93273 -3.07429 -0.172 -0.106 -0.001 -0.02
C 1.63220 0.92888 -2.66361 0.084 0.022 -0.013 0.00
C 1.28878 0.71224 -1.31293 -0.416 -0.002 -0.029 -0.34
O 0.06997 0.60857 -0.92043 0.313 0.244 -0.730 -0.11
C 2.35802 0.63200 -0.35245 0.503 -0.074 0.131 -0.15
N 1.98899 0.47053 0.93669 -0.023 0.047 -0.106 0.09
C 2.91486 0.47329 1.86590 -0.070 0.033 0.014 -0.11
C 4.27411 0.61383 1.58049 0.125 0.004 -0.062 -0.05
C 4.67665 0.71572 0.26704 -0.028 0.001 0.162 0.00
C 3.71387 0.71824 -0.74806 -0.321 -0.083 -0.003 -0.06
H 12.92798 2.79500 -3.77629 -0.016 0.020 -0.021 0.09
H 11.40375 3.61352 -3.36030 0.012 -0.023 0.001 0.09
H 11.52089 2.64723 -4.85322 -0.022 -0.002 0.030 0.09
H 10.72950 -0.39944 -1.71823 -0.016 -0.010 0.029 0.11
H 8.37583 -1.06957 -1.25920 -0.026 -0.002 0.007 0.11
H 7.00711 2.25437 -3.57899 0.020 0.017 -0.016 0.10
H 9.33487 2.91164 -4.04119 0.000 -0.033 0.014 0.10
H 3.17997 1.01112 -4.12661 0.060 0.047 0.016 0.10
H 0.82674 1.04653 -3.37698 -0.027 -0.029 0.020 0.12
H 2.57490 0.37255 2.89159 -0.034 -0.027 -0.005 0.11
H 4.99524 0.63675 2.38643 0.000 -0.023 0.001 0.10
H 5.72409 0.79837 0.01941 0.005 0.030 -0.014 0.10
C -6.65351 -1.05350 2.35959 -0.022 0.168 -0.026 -0.11
C -7.29585 0.01774 1.47913 -0.012 -0.208 -0.083 -0.26
C -7.40552 -0.35352 -0.00383 0.255 0.011 0.110 -0.20
C -6.06198 -0.47047 -0.72448 -0.139 -0.015 0.006 -0.22
N -5.37963 -1.71161 -0.40923 0.176 -0.246 -0.169 -0.01
C -4.04535 -1.82108 -0.14737 -0.239 0.910 0.093 -0.79
S -3.05962 -0.46647 0.00060 -0.149 -0.083 -0.148 0.79
N -3.57030 -3.04715 0.04531 0.797 -0.899 -0.013 0.01
C -4.29883 -4.28683 -0.08794 -0.355 -0.103 0.185 -0.19
C -5.14943 -4.61451 1.14484 0.125 0.052 0.058 -0.20
C -4.32737 -4.75725 2.42609 -0.024 -0.144 -0.034 -0.26
C -3.30441 -5.89072 2.36932 -0.089 0.161 -0.008 -0.10
H -6.69497 -0.75339 3.40853 0.000 -0.041 0.012 0.07
H -5.60779 -1.20173 2.09398 0.034 -0.051 0.042 0.05
H -7.17846 -2.00642 2.25838 0.023 -0.030 0.012 0.07
H -6.71396 0.93947 1.56682 -0.078 0.060 -0.007 0.10
H -8.30454 0.22495 1.84879 0.039 0.082 0.038 0.10
H -7.98551 0.42024 -0.51353 -0.042 -0.054 -0.026 0.10
H -7.95341 -1.29771 -0.11040 -0.095 0.044 -0.009 0.11
H -5.39792 0.33696 -0.42424 0.026 0.052 -0.068 0.06
H -6.21583 -0.39687 -1.80719 0.059 0.028 0.035 0.12
H -5.87317 -2.55464 -0.65525 0.003 -0.005 0.092 0.11
H -2.56753 -3.15975 0.21788 -0.201 0.358 -0.085 0.09
H -3.55381 -5.06703 -0.23975 -0.031 0.002 -0.096 0.12
H -4.94085 -4.26965 -0.97804 0.133 -0.051 -0.036 0.11
H -5.69589 -5.54424 0.95155 -0.016 0.017 0.001 0.11
H -5.88552 -3.81937 1.29419 -0.046 -0.054 -0.050 0.08
H -5.02053 -4.93364 3.25383 0.025 0.078 0.021 0.10
H -3.80728 -3.81722 2.62835 -0.060 0.033 0.046 0.10
H -3.77176 -6.82054 2.03434 0.026 -0.022 -0.010 0.07
H -2.87594 -6.06726 3.35701 0.058 -0.004 -0.041 0.07
H -2.49011 -5.63865 1.68940 0.085 -0.090 0.018 0.05
O -0.55026 -4.10151 0.33693 0.161 0.304 -0.181 -0.64
S 0.55078 -3.15734 -0.04632 -0.774 0.319 0.396 0.73
N 0.44123 -1.72690 0.25526 0.717 -1.738 -0.717 -0.42

94
Properties=species:S:1:pos:R:3:forces:R:3:lowdin_charge:R:1 method="wB97M-V/def2-TZVPD" e_homo_ha=-0.3781 e_lumo_ev=-3.0 charge=+1
K 0.21780 0.67401 0.68291 -1.073 -0.661 -0.691 0.77
O 3.29515 -2.85275 -0.83180 0.217 -0.133 0.218 0.15
C 2.60841 -1.78794 -0.43731 -0.349 0.053 -0.279 -0.47
O 1.75654 -1.24980 -1.11603 0.371 0.038 -0.037 0.03
C 2.94895 -1.31368 0.93371 0.253 0.070 0.208 -0.19
C 3.68457 -2.02606 1.86236 -0.017 0.000 -0.114 0.02
C 3.85598 -1.45113 3.12140 -0.012 0.045 -0.036 -0.02
C 3.25862 -0.23772 3.40740 0.079 0.062 0.029 0.03
C 2.53937 0.41041 2.40182 -0.244 -0.074 0.086 -0.17
N 2.41917 -0.11993 1.19425 0.993 -0.315 0.222 0.05
C 1.57438 1.59716 2.62803 0.332 0.281 0.798 -0.72
O 0.87371 1.48279 3.64113 0.149 0.017 0.132 0.01
O 1.45268 2.41935 1.68938 0.611 0.748 0.374 -0.14
H 2.97559 -3.14293 -1.69659 -0.170 0.040 -0.091 0.14
H 4.09193 -2.99703 1.61936 0.024 0.019 -0.003 0.12
H 4.43051 -1.97418 3.87414 -0.016 0.020 0.029 0.12
H 3.32260 0.21067 4.38902 -0.037 -0.028 0.009 0.13
N -0.27574 5.49467 -1.09252 0.115 -0.065 0.079 0.24
C 0.46359 4.16953 -1.05911 0.227 -0.419 -0.034 -0.26
C -0.54898 3.03438 -1.00256 -0.163 -0.013 -0.168 -0.13
C -0.73399 2.24892 -2.30268 0.078 0.030 0.039 -0.36
N -1.57887 1.10071 -1.97825 0.077 -0.011 -0.039 0.09
C 0.61248 1.74305 -2.85077 -0.063 0.078 0.110 -0.09
C 1.81013 2.57950 -2.38399 0.013 0.045 -0.207 -0.36
N 2.20318 2.11589 -1.06392 0.142 -0.108 -0.319 0.06
C 1.40199 4.05717 -2.25580 0.027 -0.069 0.007 -0.09
H -0.83578 5.58693 -0.24409 -0.073 0.032 0.010 0.17
H -0.89867 5.52248 -1.89848 -0.064 0.090 -0.046 0.17
H 0.36902 6.28292 -1.14547 0.012 0.052 -0.025 0.17
H 1.03635 4.15342 -0.13107 -0.079 0.145 0.045 0.14
H -1.52034 3.37905 -0.63702 -0.006 -0.004 0.006 0.11
H -0.16845 2.34526 -0.26746 -0.289 1.083 -0.395 0.01
H -1.19629 2.90048 -3.06241 0.008 0.010 0.025 0.14
H -1.61752 0.44860 -2.75805 -0.037 0.022 0.057 0.06
H -2.52984 1.38601 -1.77043 0.000 -0.013 0.034 0.08
H 0.57245 1.71326 -3.94086 0.023 -0.023 -0.005 0.13
H 0.76100 0.71886 -2.49697 0.005 -0.036 -0.098 0.11
H 2.60294 2.51149 -3.13955 -0.015 0.010 0.031 0.14
H 3.01161 2.60368 -0.69703 -0.070 0.016 0.129 0.11
H 2.41698 1.12513 -1.05037 0.024 -0.041 -0.061 0.06
H 0.91035 4.36814 -3.18414 -0.004 0.044 0.006 0.13
H 2.28762 4.68236 -2.11618 -0.036 0.047 0.003 0.13
C -1.00281 -1.78407 0.23544 0.103 -0.499 -0.033 -0.46
C -2.24962 -1.76554 1.11628 0.138 0.121 0.030 -0.39
P -1.96631 -0.53508 2.46988 -0.592 -0.190 0.142 1.09
C -3.42255 -0.78293 3.55595 0.145 -0.052 0.176 -0.36
C -3.53251 0.08411 4.64545 0.007 -0.059 -0.038 -0.10
C -4.58586 -0.03400 5.53520 -0.033 0.034 0.015 -0.08
C -5.53677 -1.03074 5.35721 -0.012 -0.027 -0.026 -0.08
C -5.42722 -1.90247 4.28601 -0.060 -0.014 0.013 -0.08
C -4.37393 -1.78282 3.38830 0.016 0.015 -0.079 -0.09
C -2.57191 1.04314 1.72263 -0.074 0.136 -0.084 -0.39
C -3.62773 1.11226 0.81290 -0.073 0.107 -0.074 -0.08
C -4.14923 2.33541 0.41792 -0.006 -0.032 -0.040 -0.09
C -3.62930 3.51498 0.93859 0.019 0.038 0.071 -0.11
C -2.56377 3.45944 1.82553 -0.072 0.121 -0.003 -0.09
C -2.02946 2.23429 2.20835 0.007 -0.035 0.112 -0.11
P -0.70121 -3.18083 -0.99379 -0.368 0.154 0.118 1.10
C -1.69726 -2.46138 -2.36110 0.211 -0.106 -0.086 -0.38
C -3.06411 -2.18704 -2.31965 0.014 0.051 -0.011 -0.10
C -3.68209 -1.54004 -3.37997 -0.112 0.030 0.035 -0.08
C -2.94702 -1.14983 -4.49227 0.045 -0.001 -0.044 -0.09
C -1.58475 -1.40874 -4.54134 0.000 0.015 -0.047 -0.10
C -0.96823 -2.06215 -3.48197 -0.051 -0.045 0.044 -0.12
C -1.73003 -4.54171 -0.32405 0.119 0.020 -0.062 -0.40
C -2.75985 -5.16489 -1.02290 0.005 0.079 0.033 -0.09
C -3.44048 -6.23837 -0.46298 -0.004 -0.030 -0.048 -0.08
C -3.09149 -6.71120 0.79193 -0.033 -0.026 -0.005 -0.08
C -2.03025 -6.13249 1.47455 0.022 0.015 0.051 -0.08
C -1.34575 -5.06734 0.91299 -0.043 0.084 -0.040 -0.12
H -0.12146 -1.76241 0.88975 -0.062 -0.188 -0.075 0.03
H -0.97075 -0.88031 -0.37862 -0.206 -0.480 -0.258 0.00
H -2.37028 -2.72729 1.61086 -0.010 -0.134 0.043 0.06
H -3.15396 -1.57633 0.53896 -0.011 -0.062 0.013 0.06
H -2.77928 0.85060 4.79288 -0.019 0.010 0.040 0.11
H -4.66915 0.64748 6.37202 0.037 -0.005 -0.001 0.11
H -6.35767 -1.13142 6.05493 0.001 0.015 -0.001 0.11
H -6.16823 -2.67861 4.14238 0.021 -0.012 0.007 0.11
H -4.30832 -2.47702 2.55925 -0.016 0.016 0.020 0.09
H -4.08625 0.21149 0.42424 0.032 -0.039 0.032 0.10
H -4.98430 2.36786 -0.27187 -0.010 -0.006 0.028 0.11
H -4.07908 4.46622 0.67718 0.024 -0.005 -0.019 0.10
H -2.15978 4.37302 2.24880 0.006 -0.031 0.035 0.11
H -1.19930 2.20455 2.91145 0.030 -0.017 -0.039 0.09
H -3.65244 -2.48116 -1.45908 0.000 -0.047 -0.027 0.10
H -4.74677 -1.34348 -3.34384 0.009 -0.008 0.009 0.11
H -3.43596 -0.65474 -5.32154 -0.011 -0.002 0.011 0.11
H -1.00330 -1.11387 -5.40617 -0.014 -0.006 -0.004 0.11
H 0.09674 -2.26056 -3.51006 -0.004 -0.005 -0.031 0.09
H -3.02632 -4.81788 -2.01253 -0.061 -0.005 0.007 0.10
H -4.24151 -6.71126 -1.01691 -0.004 0.010 0.012 0.11
H -3.63383 -7.53848 1.23047 0.021 -0.012 -0.007 0.11
H -1.73084 -6.51866 2.44064 0.001 0.011 -0.010 0.11
H -0.49342 -4.64121 1.43369 -0.036 0.014 0.055 0.11

Sequential relative energy (zero: lowest compared OMol25 entry of this formula, charge and spin) output: 0.0; 361.8 kJ/mol